# 1
ORCA calculation (ωB97M-V/def2-TZVPD) on a single C11H22O2 molecule.

Last column: Löwdin charge in e.
Element x y z (Å)
C: -5.0643 -2.5169 -2.5187  -0.122
C: -4.3935 -1.3559 -1.7955  -0.281
C: -2.8712 -1.4565 -1.8497  -0.242
C: -2.1960 -0.3922 -0.9888  -0.231
C: -0.6723 -0.4531 -1.0826  -0.229
C: -0.0039 0.3597 0.0234  -0.228
C: 1.5193 0.3769 -0.1002  -0.222
C: 2.1800 0.8144 1.2052  -0.219
C: 3.6929 0.9760 1.0643  -0.199
C: 4.3935 1.0045 2.4288  -0.109
C: 3.8260 2.0889 3.3066  -0.559
O: 3.1509 1.9161 4.2852  0.105
O: 4.1572 3.3130 2.8732  0.106
H: -4.8065 -3.4603 -2.0415  0.069
H: -4.7391 -2.5598 -3.5559  0.070
H: -6.1462 -2.4077 -2.5005  0.065
H: -4.7158 -1.3468 -0.7517  0.107
H: -4.7089 -0.4118 -2.2456  0.107
H: -2.5653 -2.4449 -1.4978  0.114
H: -2.5375 -1.3572 -2.8854  0.116
H: -2.4966 -0.5379 0.0517  0.114
H: -2.5411 0.5985 -1.2942  0.116
H: -0.3492 -1.4936 -0.9984  0.113
H: -0.3491 -0.0863 -2.0593  0.117
H: -0.2775 -0.0735 0.9883  0.115
H: -0.3815 1.3844 0.0054  0.118
H: 1.8726 -0.6246 -0.3576  0.114
H: 1.8156 1.0485 -0.9089  0.118
H: 1.9674 0.0688 1.9744  0.123
H: 1.7403 1.7577 1.5372  0.121
H: 4.0967 0.1388 0.4909  0.115
H: 3.9183 1.8959 0.5224  0.117
H: 5.4579 1.1964 2.2873  0.123
H: 4.2579 0.0503 2.9387  0.125
H: 3.7688 3.9902 3.4492  0.132

E_HOMO in eV: -10.4
Spin multiplicity: 1
ΔE to the lowest compared entry with this formula, charge and spin in kcal/mol: 2.6
Structure (SMILES): CCCCCCCCCCC(=O)O
Total charge: 0
Frontier orbital gap in Ha: 0.410


# 2
ORCA calculation (ωB97M-V/def2-TZVPD) on a molecular structure, C11H23AlNO6PSi2 in a non-equilibrium geometry.

Last column: Löwdin charge in e.
Element x y z (Å)
C: -1.6113 2.4179 3.3801  -0.092
O: -2.2421 1.1445 3.5497  -0.150
C: -2.0346 0.4197 2.3586  -0.266
C: -2.3342 -1.0846 2.4991  -0.151
C: -2.5182 -1.8157 1.1323  -0.171
C: -1.4980 -1.4130 0.0277  -0.225
C: -2.1893 -0.9206 -1.2884  -0.180
C: -1.1117 -0.4096 -2.3006  -0.210
C: -0.4832 0.9406 -1.8615  -0.236
C: 0.9333 1.2382 -2.5004  -0.251
Si: 2.3138 1.3308 -1.2322  0.536
N: 3.5574 2.5754 -1.5610  0.159
C: 3.6399 2.9101 -2.7103  -0.364
O: 3.6369 3.5157 -3.7428  -0.090
O: 3.1441 -0.1652 -1.1390  -0.315
Si: 2.3696 -1.3913 -0.3121  0.702
P: 1.7735 -0.8886 1.8287  0.702
O: 1.0350 -2.0898 2.3093  -0.383
C: 3.6554 -2.9383 -0.0750  -0.569
O: 3.7181 -3.7340 -0.9625  0.285
O: 4.2167 -2.8937 1.0071  0.218
H: -0.5022 2.3305 3.4352  0.087
H: -1.9755 3.1531 4.1085  0.102
H: -1.8353 2.7563 2.3436  0.089
H: -2.6736 0.8348 1.5493  0.143
H: -0.9442 0.5181 2.0952  0.066
H: -1.5619 -1.6397 3.0643  0.109
H: -3.2981 -1.1671 3.0414  0.132
H: -2.3831 -2.8945 1.3383  0.119
H: -3.5625 -1.7089 0.7866  0.120
H: -0.7708 -0.6342 0.3353  0.042
H: -0.8970 -2.3010 -0.2615  0.100
H: -2.9767 -0.1718 -1.0986  0.123
H: -2.6344 -1.8132 -1.7685  0.126
H: -1.5889 -0.2458 -3.2869  0.124
H: -0.3868 -1.2356 -2.4379  0.091
H: -0.4168 1.0510 -0.7606  0.073
H: -1.1745 1.7364 -2.1964  0.125
H: 1.1597 0.3837 -3.1804  0.090
H: 0.8265 2.1423 -3.1330  0.064
H: 1.7017 1.6894 0.0558  0.028
H: 1.2587 -1.9264 -1.1048  0.029
H: 2.9793 -0.6003 2.5209  0.041
H: 0.8635 0.2043 1.7486  -0.010
Al: 2.8219 2.7900 -5.6013  1.040

E_HOMO in eV: -14.4
Spin multiplicity: 1
Total charge: +2
Frontier orbital gap in Ha: 0.104


# 3
ORCA calculation (ωB97M-V/def2-TZVPD) on a molecular structure, C11H23B3BrCl22IO3S in a non-equilibrium geometry.

Last column: Löwdin charge in e.
Element x y z (Å)
S: -0.0653 0.0792 0.4169  0.807
B: -1.2162 1.1473 1.3937  -0.910
O: -2.6139 0.9510 1.4006  0.054
B: -3.1513 2.0879 0.8150  -0.947
Br: -4.7648 1.8498 -0.3531  0.691
O: -2.5991 3.3537 0.9749  0.172
B: -1.2881 3.3321 1.4393  -1.018
I: 0.1308 4.9526 1.1035  0.914
O: -0.7849 2.2472 2.1580  0.147
H: 0.5811 0.9451 -0.4242  -0.102
C: 0.7657 -1.0120 -3.5937  -1.010
Cl: 1.5142 0.5881 -3.7190  0.501
Cl: 1.4377 -1.9329 -2.2450  0.442
H: -0.3011 -0.8886 -3.4372  0.028
H: 0.9438 -1.5562 -4.5132  -0.020
C: 4.6440 -2.5582 0.4065  -0.978
Cl: 4.3907 -2.0936 2.0932  0.522
Cl: 3.2277 -3.3839 -0.2557  0.512
H: 4.8330 -1.6651 -0.1797  0.032
H: 5.4965 -3.2262 0.3503  0.028
C: 2.0950 -1.3358 5.1885  -1.025
Cl: 3.6464 -0.5861 5.5951  0.516
Cl: 1.2800 -0.4644 3.8877  0.531
H: 2.2730 -2.3557 4.8694  -0.043
H: 1.4606 -1.3282 6.0682  0.030
C: 1.2388 -5.6054 -4.0424  -1.000
Cl: 1.5371 -4.2008 -5.0750  0.526
Cl: 0.5295 -5.1497 -2.4884  0.493
H: 0.5552 -6.2731 -4.5548  0.025
H: 2.1816 -6.1096 -3.8611  0.027
C: 2.5946 6.1261 -2.5891  -1.047
Cl: 2.3559 6.6190 -0.9059  0.438
Cl: 1.1922 5.2446 -3.2074  0.499
H: 2.7480 7.0124 -3.1959  0.030
H: 3.4683 5.4793 -2.6466  -0.105
C: 5.6411 4.2297 -5.0394  -0.991
Cl: 5.4014 4.7350 -3.3599  0.582
Cl: 4.2355 3.3566 -5.6554  0.515
H: 5.8029 5.1112 -5.6499  0.028
H: 6.5080 3.5801 -5.0883  0.026
C: -8.4525 2.8197 -0.8986  -1.014
Cl: -10.0545 2.1692 -0.5361  0.510
Cl: -7.4932 1.6828 -1.8531  0.455
H: -8.5655 3.7398 -1.4610  0.030
H: -7.9331 3.0160 0.0339  0.021
C: 5.1190 0.7027 9.0490  -1.035
Cl: 6.4528 1.8559 8.9227  0.497
Cl: 5.6116 -0.7596 9.9115  0.495
H: 4.3014 1.1691 9.5874  0.026
H: 4.7953 0.4289 8.0498  -0.027
C: 1.7833 -5.2684 2.3542  -1.038
Cl: 1.5192 -4.8271 4.0475  0.530
Cl: 0.3731 -6.0906 1.6780  0.509
H: 1.9731 -4.3700 1.7764  -0.051
H: 2.6379 -5.9336 2.2963  0.029
C: -6.3294 -1.2722 1.5162  -0.982
Cl: -4.8610 -0.2900 1.5779  0.580
Cl: -6.0896 -2.8517 2.2784  0.507
H: -7.1255 -0.7506 2.0370  0.028
H: -6.6054 -1.4241 0.4773  0.028
C: -5.8958 -0.9036 -4.6174  -1.031
Cl: -6.2830 -2.6240 -4.5033  0.503
Cl: -4.1831 -0.6025 -4.3005  0.495
H: -6.1332 -0.5563 -5.6168  0.026
H: -6.4874 -0.3624 -3.8871  -0.009

E_HOMO in eV: -9.5
Spin multiplicity: 1
Total charge: 0
Frontier orbital gap in Ha: 0.359


# 4
ORCA calculation (ωB97M-V/def2-TZVPD) on a molecular structure, C11H23BrNO2P2Pd in a non-equilibrium geometry.

Last column: Löwdin spin population.
Element x y z (Å)
Pd: -0.2575 0.1139 1.1788  0.578
P: 1.9016 -0.5973 1.2926  0.122
C: 2.1464 -0.9286 -0.4253  0.465
C: 0.9913 -1.4081 -1.1002  0.026
N: -0.2514 -1.0761 -0.5795  0.195
C: -1.3967 -1.3789 -1.2286  0.005
C: -1.3816 -2.2926 -2.2897  0.136
C: -0.1471 -2.7178 -2.7984  -0.014
C: 1.0333 -2.2289 -2.2577  0.122
C: -2.6855 -0.7947 -0.6620  0.006
P: -2.3097 0.6837 0.3236  0.061
H: 2.0192 -2.4646 -2.6679  0.005
H: -2.3332 -2.6547 -2.6902  0.007
H: -0.1118 -3.4265 -3.6264  -0.003
H: -3.4110 -0.5449 -1.4410  0.001
H: -3.1644 -1.4931 0.0382  -0.002
H: 2.4105 1.1011 -1.0201  0.016
H: 3.1375 -1.1223 -0.8571  0.024
H: 1.0963 2.7272 -0.3204  0.000
O: 2.4146 2.0673 -1.2004  0.025
H: 2.3316 2.1636 -2.1762  0.001
H: 0.1085 2.1797 1.0814  -0.003
O: 0.3417 3.0606 0.2689  -0.003
H: 0.7387 3.8723 0.6731  0.000
C: -2.4171 2.0307 -0.8910  0.017
H: -3.4637 2.1606 -1.2034  0.005
H: -2.0746 2.9766 -0.4491  0.001
H: -1.8096 1.7880 -1.7759  0.000
C: -3.5940 0.9429 1.5561  0.006
H: -3.1969 1.6193 2.3235  0.001
H: -4.4975 1.3777 1.1104  0.002
H: -3.8303 -0.0246 2.0151  0.000
C: 2.0097 -2.2294 2.0353  0.046
H: 3.0094 -2.6348 1.8517  0.003
H: 1.8108 -2.1671 3.1072  0.004
H: 1.2725 -2.8776 1.5543  0.000
C: 3.2086 0.4672 1.9565  0.011
H: 2.8946 0.8481 2.9399  0.001
H: 4.1279 -0.1319 2.0613  0.004
H: 3.3929 1.3123 1.2745  0.000
Br: -0.0639 1.7016 3.0182  0.129

E_HOMO (spin up / spin down) in eV: -8.4 / -11.1
Spin multiplicity: 3
ΔE to the lowest compared entry with this formula, charge and spin in kcal/mol: 24.8
Total charge: +1
Frontier orbital gap (spin up / spin down) in Ha: 0.208 / 0.217


# 5
ORCA calculation (ωB97M-V/def2-TZVPD) on a molecular structure, C11H23ClNO2P2Tm in a non-equilibrium geometry.

Last column: Löwdin spin population.
Element x y z (Å)
Tm: 0.5789 -0.9245 -0.1191  2.012
P: -2.1630 -1.1785 -0.2723  -0.002
C: -1.8399 -1.1839 -2.1106  0.000
C: -1.1283 0.0600 -2.6464  0.000
N: -0.0702 0.5000 -1.9075  -0.002
C: 0.5637 1.6287 -2.2982  0.000
C: 0.2110 2.2742 -3.4706  0.000
C: -0.8177 1.7905 -4.2697  0.000
C: -1.5131 0.6597 -3.8451  0.000
C: 1.6700 2.2027 -1.4652  0.000
P: 2.4665 1.0155 -0.3052  -0.002
H: -2.3426 0.2097 -4.4052  0.000
H: 0.7894 3.1469 -3.7438  0.000
H: -1.0863 2.2765 -5.2023  0.000
H: 2.4431 2.5996 -2.1379  0.000
H: 1.2767 3.0413 -0.8638  0.000
H: -1.1923 -2.0788 -2.3145  0.000
H: -2.8048 -1.3145 -2.6149  0.000
H: 2.4284 -2.7065 -0.9028  0.000
O: 1.4469 -2.5301 -1.2852  -0.003
H: 1.2924 -3.0460 -2.1055  0.000
H: 3.0213 -2.2336 0.9248  0.000
O: 3.4575 -2.4072 0.0420  0.000
H: 4.2768 -2.9237 0.1609  0.000
C: 3.9347 0.5444 -1.2616  0.000
H: 4.5915 1.4152 -1.3623  0.000
H: 4.4572 -0.2599 -0.7340  0.000
H: 3.6514 0.1812 -2.2539  0.000
C: 3.1825 2.1535 0.9186  0.000
H: 3.5228 1.5569 1.7739  0.000
H: 4.0332 2.7044 0.4939  0.000
H: 2.4179 2.8544 1.2741  0.000
C: -3.5096 0.0386 -0.1276  0.000
H: -4.4179 -0.2969 -0.6462  0.000
H: -3.7291 0.1502 0.9420  0.000
H: -3.2004 1.0145 -0.5175  0.000
C: -3.0820 -2.7381 -0.0804  0.000
H: -3.2027 -2.8948 0.9978  0.000
H: -4.0703 -2.6950 -0.5569  0.000
H: -2.5077 -3.5741 -0.4965  0.000
Cl: 1.1451 -1.4915 2.1971  -0.002

E_HOMO (spin up / spin down) in eV: -16.0 / -16.0
Spin multiplicity: 3
Total charge: +2
Frontier orbital gap (spin up / spin down) in Ha: 0.348 / 0.349


# 6
ORCA calculation (ωB97M-V/def2-TZVPD) on a molecular structure, C11H23F5GdNO3P2Te in a non-equilibrium geometry.

Last column: Löwdin spin population.
Element x y z (Å)
Gd: 0.7838 0.9297 0.2251  5.123
P: 2.4864 -1.4347 0.4627  0.546
C: 2.4143 -1.6476 -1.3204  0.495
C: 1.1632 -1.5953 -1.9895  0.016
N: 0.1018 -0.9385 -1.3658  0.099
C: -1.1377 -1.1948 -1.8146  0.060
C: -1.3607 -2.0059 -2.9279  0.171
C: -0.2852 -2.4956 -3.6862  -0.009
C: 0.9997 -2.2447 -3.2473  0.173
C: -2.2750 -0.6292 -1.0141  0.005
P: -2.1682 1.1959 -0.6737  0.008
H: 1.9196 -2.5213 -3.7790  0.005
H: -2.3932 -2.2578 -3.1501  0.007
H: -0.4553 -3.0518 -4.6086  -0.003
H: -3.1975 -0.8296 -1.5622  0.000
H: -2.3238 -1.1082 -0.0272  0.001
H: 2.2969 3.3366 -1.8534  0.000
H: 3.2360 -2.1043 -1.8907  0.032
H: -1.5778 5.0963 -2.8377  0.000
O: 2.4204 2.4511 -1.4148  0.000
H: 3.0396 2.6364 -0.6670  -0.001
H: -0.8027 2.4495 0.4450  -0.002
O: -0.6548 4.8939 -2.7604  0.000
H: -0.3572 5.4513 -2.0118  0.000
C: -2.8857 1.8465 -2.2247  0.003
H: -3.9276 1.5037 -2.3444  0.000
H: -2.8727 2.9476 -2.2219  0.000
H: -2.2906 1.4950 -3.0792  0.000
C: -3.6476 1.3147 0.3937  0.001
H: -3.7781 2.3374 0.7713  0.000
H: -4.5559 1.0283 -0.1604  0.000
H: -3.5312 0.6388 1.2502  0.000
C: 2.3889 -3.1421 1.1142  0.109
H: 3.4152 -3.5174 1.2259  0.016
H: 1.8646 -3.1464 2.0822  0.008
H: 1.8422 -3.7708 0.4008  0.004
C: 4.2414 -0.9619 0.6795  0.071
H: 4.2768 -0.4414 1.6454  0.005
H: 4.8690 -1.8622 0.6890  0.016
H: 4.5445 -0.2708 -0.1186  0.002
F: -0.1100 -2.1238 2.6766  0.002
Te: -1.1023 -0.6427 3.3321  0.000
F: 2.4359 1.6080 1.2825  0.032
F: -1.7517 -2.0396 4.6242  0.000
F: -2.8262 -0.8956 2.5630  0.000
F: -0.1143 3.2040 0.3834  -0.003
O: -0.6567 0.2431 1.6554  0.006

E_HOMO (spin up / spin down) in eV: -15.3 / -16.0
Spin multiplicity: 8
ΔE to the lowest compared entry with this formula, charge and spin in kcal/mol: 21.3
Total charge: +2
Frontier orbital gap (spin up / spin down) in Ha: 0.320 / 0.170